1.
Computed, not measured: a molecular structure, C17H45Hg2NO15 in a non-equilibrium geometry, with the ωB97M-V functional and the def2-TZVPD basis.

Orbital gap (eV): 1.312
ΔE to the lowest compared entry with this formula, charge and spin (kJ/mol): 1287.0

```
! RIJCOSX wB97M-V def2-TZVPD def2/J DEFGRID3
* xyz 2 1
C 3.120 0.049 -6.427
H -3.756 0.734 6.578
O -2.867 -6.554 1.517
O -0.521 -6.953 3.115
H 5.985 2.645 4.765
H -3.189 -7.604 3.186
C 6.943 3.181 3.202
O -0.161 0.807 -5.285
C 0.217 -0.675 -7.128
H -4.531 -1.046 -1.449
C -0.542 2.084 -4.866
H 4.195 -0.087 -6.303
H -0.779 1.258 -7.319
H -3.589 0.072 3.571
H -3.727 -5.981 3.350
H -0.848 2.074 -3.820
H 0.138 -6.485 2.596
H -2.073 -0.432 5.412
Hg 0.679 -1.625 -2.771
H 4.258 1.914 -5.023
H -1.428 2.377 -5.430
C 3.173 1.923 -5.126
H -1.112 5.001 5.994
C -3.792 -0.339 6.392
H 2.816 -1.784 -7.648
H -5.060 -2.688 -4.128
H 7.357 1.763 0.389
O 5.872 2.523 3.820
C 0.198 0.470 1.130
H 0.759 4.169 4.144
N 1.086 -1.524 -6.305
O -3.655 -3.332 -2.735
H -0.175 5.469 7.476
H 6.870 4.221 3.520
O -0.682 -0.179 0.664
O 1.119 0.722 0.350
C -4.676 -0.428 5.122
C -1.546 -6.056 3.443
C -0.286 5.587 6.398
H 2.863 2.412 -4.203
H 2.947 -2.165 -6.024
H -4.167 -0.990 7.181
H -1.329 -5.132 2.908
H 1.280 4.271 6.375
H -2.106 -7.107 1.329
O 0.559 0.324 2.266
C 2.549 -1.384 -6.671
H 5.735 3.410 1.385
O -2.445 -0.855 6.189
H -1.133 7.051 5.324
H 1.667 5.970 6.165
H -3.776 -3.790 -1.900
C -2.937 -6.583 2.902
C 0.036 0.817 -6.745
H -0.718 -1.235 -7.115
H 0.534 -0.701 -8.170
O 1.020 5.065 4.372
H -6.794 -2.604 -2.121
O 2.501 0.663 -5.263
H 0.866 1.492 -6.955
Hg 4.269 -0.695 2.456
O -4.353 0.399 4.051
H -5.601 -2.814 -1.034
H 3.012 0.706 -7.290
H -4.743 -1.416 4.666
C 1.044 5.159 5.789
H 0.913 -2.460 -6.645
C -5.726 -2.402 -2.036
H 0.275 2.774 -5.076
C 6.729 3.085 1.689
H 2.821 2.555 -5.941
H 7.490 3.713 1.226
H -5.703 -0.213 5.419
O -5.385 -1.040 -1.887
O 6.753 1.789 1.134
H -1.579 -5.820 4.507
C -5.008 -3.131 -3.133
O -0.602 6.938 6.115
H -5.436 -4.130 -3.218
H 7.883 2.807 3.608
*
```

2.
Computed, not measured: 3 unconnected molecules or ions with the total composition CH6O4 in a non-equilibrium geometry, with the ωB97M-V functional and the def2-TZVPD basis.

Orbital gap (eV): 10.560
Structure (SMILES): O=CO.O.O
ΔE to the lowest compared entry with this formula, charge and spin (kJ/mol): 119.8

```
! RIJCOSX wB97M-V def2-TZVPD def2/J DEFGRID3
* xyz 0 1
O 1.292 0.262 0.486
O -2.410 -2.022 -0.805
H 2.688 2.754 1.859
H -1.151 -1.104 -0.401
O 2.930 2.600 1.007
H -1.955 -2.817 -1.074
H -3.262 -2.087 -1.261
H -0.158 0.901 -0.895
C 0.171 0.289 -0.033
O -0.819 -0.518 0.392
H 2.676 1.742 0.724
*
```

3.
Computed, not measured: 2 unconnected molecules or ions with the total composition C4H15N2O in a non-equilibrium geometry, with the ωB97M-V functional and the def2-TZVPD basis.

Orbital gap (eV): 10.416
ΔE to the lowest compared entry with this formula, charge and spin (kJ/mol): 156.7

```
! RIJCOSX wB97M-V def2-TZVPD def2/J DEFGRID3
* xyz 1 1
H -1.128 0.743 -1.551
O 1.850 2.504 1.194
H 0.414 1.587 -0.066
H 2.164 0.059 1.852
H -0.596 -1.859 -2.263
H -2.393 -1.918 -2.443
H -2.135 0.931 -0.101
C 1.386 1.403 0.391
H 1.557 3.336 0.740
C -1.539 -2.073 -1.758
C -1.966 0.279 -0.993
H 0.665 -1.860 1.370
N -1.579 -1.096 -0.651
H -2.885 0.322 -1.632
H -2.216 -1.451 0.090
H -0.028 -1.014 0.047
H 2.125 1.166 -0.367
H 0.454 0.401 2.085
H 1.564 -1.381 0.045
N 0.820 -1.048 0.674
C 1.211 0.220 1.326
H -1.593 -3.059 -1.323
*
```

4.
Computed, not measured: a molecular structure, C21H27Cl54GaNO in a non-equilibrium geometry, with the ωB97M-V functional and the def2-TZVPD basis.

Orbital gap (eV): 6.531

```
! RIJCOSX wB97M-V def2-TZVPD def2/J DEFGRID3
* xyz -1 1
Cl -8.873 -10.332 -4.081
Cl 2.652 6.820 1.546
Cl 3.450 -2.146 -3.671
Cl 6.011 -3.243 -10.074
Cl -4.717 8.292 6.018
Cl 2.256 -10.511 1.178
C -4.002 5.114 4.340
Cl -1.240 -3.084 0.073
H 4.920 5.181 4.746
Cl 5.901 3.089 5.089
C 6.966 -2.568 -8.751
Cl 2.316 -7.835 0.042
Cl -3.205 4.956 8.826
H -8.638 -1.359 -4.576
Cl 0.126 1.446 -0.366
Cl -10.341 -10.606 -1.586
Cl 0.195 5.451 4.654
H 8.043 -1.175 -0.443
H 7.060 -0.295 0.763
H -0.107 3.764 -0.506
H -5.823 -3.239 -2.234
Cl 8.149 -1.409 -9.362
Cl 6.244 5.983 -8.161
Cl -4.436 -1.750 -1.099
C 4.669 6.021 -7.368
Cl -9.922 -7.973 -2.746
Cl -6.191 -8.143 -1.039
Cl -4.880 4.574 11.171
Cl -6.536 -2.371 -4.726
H -3.630 8.930 7.984
C -3.708 3.827 10.079
Cl -1.519 7.199 6.197
Cl -8.946 -3.087 1.404
H 6.564 2.639 -3.819
H 2.662 -0.104 -1.418
Cl -5.580 -7.213 -3.718
Cl 0.886 -2.236 -1.708
C 4.919 -2.499 -4.534
Cl 4.857 -4.088 -5.322
C -9.250 -9.588 -2.529
N 4.899 -1.395 0.120
H 0.802 6.890 6.399
Cl -5.571 -4.257 -0.152
Cl -7.247 0.128 -3.430
H 4.168 -3.152 -0.880
H -4.455 -6.741 -1.724
Cl -4.358 2.349 9.374
C 5.959 -1.372 -0.750
Cl -3.725 -4.254 -2.391
Cl 3.465 5.150 -8.315
Cl 5.216 8.188 1.570
Cl 0.927 -4.911 -0.568
C -4.667 8.893 7.675
H 4.292 1.484 -0.059
H -10.087 -5.015 2.072
C -4.994 -3.352 -1.551
Cl 4.155 7.684 -7.072
Cl 4.664 3.996 -3.985
H 3.152 -2.539 0.428
Cl 3.965 3.872 3.068
Cl -2.872 3.801 4.040
Cl -5.672 4.585 4.128
Cl -8.341 -4.866 3.617
C -7.808 -1.473 -3.892
H 4.765 5.526 -6.411
C -9.042 -4.744 2.005
Cl -0.111 5.035 7.503
C 7.156 -0.562 -0.286
C 4.184 -2.683 0.105
Cl 1.895 3.487 0.659
Cl 7.127 4.507 -2.525
Cl -5.522 7.809 8.769
C -0.087 -3.592 -1.165
Cl 0.104 -8.639 1.742
H 3.635 8.093 -0.147
Cl -3.671 -8.873 -2.290
C 6.020 3.256 -3.115
O 6.034 -1.963 -1.829
Cl -8.389 -2.373 -2.484
H -3.883 5.436 5.367
Cl -3.648 6.494 3.295
H -8.326 -9.485 -1.977
Cl -8.261 -5.866 0.893
Cl 5.388 2.257 -1.757
Cl -5.319 10.530 7.769
Cl 7.746 -3.840 -7.822
C 0.227 3.077 0.260
C 4.011 7.370 0.564
Cl -0.813 3.312 1.677
H 5.724 -2.500 -3.808
H 4.642 -3.363 0.831
Cl 4.735 6.043 -0.331
C -4.909 -7.630 -2.145
H 2.616 -0.019 1.181
Ga 3.566 0.070 -0.111
H -0.653 -3.970 -2.007
Cl 6.592 5.108 3.118
H 7.259 0.340 -0.888
C 1.292 -9.169 0.551
C -0.030 6.227 6.207
H 0.754 -9.528 -0.316
Cl 5.274 -1.236 -5.739
C 5.291 4.409 4.084
H 6.292 -2.043 -8.086
H -2.836 3.564 10.661
*
```

5.
Computed, not measured: 2 unconnected molecules or ions with the total composition C4H9NO2, with the ωB97M-V functional and the def2-TZVPD basis.

Orbital gap (eV): 9.105
ΔE to the lowest compared entry with this formula, charge and spin (kJ/mol): 369.2

```
! RIJCOSX wB97M-V def2-TZVPD def2/J DEFGRID3
* xyz 0 1
H 1.600 0.828 -1.954
H -0.874 -1.275 -0.936
H 0.559 -1.939 0.955
H 3.089 -0.200 -0.519
O 1.628 -0.470 0.868
C -1.149 1.406 -0.062
H -0.541 2.304 0.049
H -2.073 1.557 0.521
C 2.025 -0.058 -0.265
H -1.400 1.264 -1.115
C -0.958 -1.148 0.153
C -0.472 0.214 0.528
O -0.384 -2.183 0.885
H -0.212 0.322 1.575
N 1.197 0.505 -1.077
H -2.036 -1.127 0.394
*
```

6.
Computed, not measured: a single C19H22N6O3 molecule in a non-equilibrium geometry, with the ωB97M-V functional and the def2-TZVPD basis.

Orbital gap (eV): 9.012
Structure (SMILES): CC(C)CC(=O)Nc1ccc(-c2nnn(CC(=O)NCc3ccco3)n2)cc1
ΔE to the lowest compared entry with this formula, charge and spin (kJ/mol): 74.6

```
! RIJCOSX wB97M-V def2-TZVPD def2/J DEFGRID3
* xyz 0 1
H 5.019 2.393 5.635
C -4.244 -2.627 -4.412
C 2.678 3.850 2.735
H -5.424 -6.968 -5.820
N -2.924 -2.683 -3.808
C -4.582 -4.913 -5.613
C -4.802 -3.996 -4.627
H 1.617 0.875 -1.237
N 1.724 2.881 2.881
C -0.255 -0.952 -0.725
C 0.262 0.040 0.188
H 4.709 6.101 5.507
H -0.985 -0.586 1.808
C -5.975 -5.743 -4.103
H -2.850 -2.958 -2.835
C -0.222 0.108 1.494
C -1.809 -2.474 -4.522
N 0.163 -1.131 -1.978
H -0.309 -3.742 -3.656
H -6.652 -6.296 -3.484
N -1.231 -1.835 -0.423
H 3.289 2.621 5.877
H -3.955 -4.784 -6.471
O 3.288 4.058 1.712
C 1.263 1.950 1.949
H 2.507 2.573 0.322
H 3.054 5.686 3.723
H 3.800 5.053 6.599
C 0.275 1.053 2.363
C -0.507 -2.667 -3.711
N -1.417 -2.554 -1.472
C 4.098 2.714 5.154
C 1.248 0.934 -0.225
C 2.933 4.639 4.006
H -0.100 1.103 3.376
H 5.030 4.210 3.931
O -1.777 -2.180 -5.694
H 5.514 4.754 6.309
H -4.128 -2.119 -5.373
C 1.746 1.882 0.643
N -0.581 -2.127 -2.393
H 0.310 -2.169 -4.236
C 4.231 4.159 4.677
C 4.585 5.075 5.845
H -4.912 -2.058 -3.761
O -5.648 -4.504 -3.703
H 2.099 4.558 4.705
H 3.903 2.044 4.320
H 1.294 2.801 3.793
C -5.349 -6.052 -5.271
*
```

7.
Computed, not measured: a single C6H12O molecule in a non-equilibrium geometry, with the ωB97M-V functional and the def2-TZVPD basis.

Orbital gap (eV): 9.832
Structure (SMILES): C[C@H]1CO[C@@H](C)C1
ΔE to the lowest compared entry with this formula, charge and spin (kJ/mol): 257.8

```
! RIJCOSX wB97M-V def2-TZVPD def2/J DEFGRID3
* xyz 0 1
H 1.421 -0.718 2.763
H -1.555 0.074 0.534
O 0.460 -0.972 -1.267
C 0.918 -1.149 0.059
C -0.060 0.272 -1.463
C 0.589 0.089 0.915
H -1.535 1.008 -1.629
H 1.992 -1.362 0.019
H 0.303 0.642 2.995
H 1.405 0.816 0.787
H -0.830 1.727 0.531
C 0.493 -0.257 2.398
C -0.651 0.662 0.269
H -0.327 -0.964 2.578
H -0.903 0.772 -3.439
H 0.663 1.090 -1.593
C -1.125 0.283 -2.483
H 0.402 -2.037 0.447
H -1.823 -0.564 -2.509
*
```